No. 1
Below is C22H34As2Cl2MoO2PS as an isolated structure at a distorted geometry, with properties calculated with the ωB97M-V functional and the def2-TZVPD basis.

Element x y z (Å)
Mo  0.361  0.063  0.203
C  -2.225  3.220  0.150
As  -2.034  1.262  0.143
C  -3.622  0.875  1.252
C  -2.798  0.743  -1.578
C  -3.730  1.529  -2.248
C  -4.306  1.071  -3.423
C  -4.004  -0.193  -3.908
C  -3.086  -0.990  -3.241
C  -2.469  -0.516  -2.088
As  -1.129  -1.542  -1.124
C  -2.170  -2.949  -0.253
C  -0.201  -2.592  -2.478
H  -3.290  3.479  0.163
H  -1.763  3.661  -0.735
H  -1.774  3.659  1.044
H  -4.496  1.295  0.737
H  -3.539  1.353  2.232
H  -3.785  -0.197  1.381
H  -4.016  2.498  -1.849
H  -5.007  1.690  -3.958
H  -4.498  -0.563  -4.794
H  -2.864  -1.982  -3.614
H  -2.796  -3.417  -1.024
H  -2.822  -2.535  0.521
H  -1.508  -3.702  0.187
H  -0.923  -3.250  -2.979
H  0.563  -3.222  -2.013
H  0.272  -1.959  -3.232
Cl  7.051  -3.164  -0.152
C  5.637  -2.226  -0.004
C  5.717  -0.827  -0.134
C  4.586  -0.042  -0.092
Cl  4.739  1.668  -0.266
C  3.306  -0.619  0.100
O  2.218  0.090  0.045
C  3.242  -2.034  0.336
C  1.976  -2.611  0.645
O  0.884  -1.995  0.688
C  4.404  -2.815  0.251
H  6.682  -0.360  -0.263
H  1.947  -3.689  0.838
H  4.343  -3.883  0.388
C  1.847  1.884  -2.432
S  0.675  2.272  -1.104
C  1.683  3.239  0.060
H  2.691  1.309  -2.050
H  2.192  2.824  -2.867
H  1.291  1.332  -3.190
H  2.098  4.094  -0.473
H  2.484  2.624  0.471
H  1.014  3.598  0.845
C  1.708  -0.044  3.457
P  0.097  0.214  2.649
C  -0.512  1.739  3.436
C  -0.977  -1.106  3.301
H  1.579  0.047  4.537
H  2.420  0.713  3.121
H  2.098  -1.037  3.227
H  -0.777  1.516  4.472
H  -1.392  2.132  2.922
H  0.277  2.492  3.437
H  -0.826  -1.182  4.379
H  -0.719  -2.063  2.841
H  -2.027  -0.879  3.105

## Properties
- 2S+1: 3
- Charge: +3
- Lowest unoccupied orbital energy (spin up / spin down): -10.56 / -10.82 eV
- HOMO level (spin up / spin down): -16.81 / -16.91 eV
- ΔE to the lowest compared entry with this formula, charge and spin: 0.254 eV
- <S²>: 2.0281

Löwdin population analysis, charges in e, atoms 1 to 4: 0.986, -0.261, 1.038, -0.233

***

No. 2
Below is one molecule with the formula C6H5N, with properties calculated with the ωB97M-V functional and the def2-TZVPD basis.

Element x y z (Å)
C  -1.016  -0.922  2.221
C  -0.636  -1.022  1.083
C  -0.563  -1.051  -0.366
N  0.527  -0.967  -1.305
C  -0.174  0.273  -1.074
C  0.594  1.351  -0.446
C  1.342  2.229  -0.082
H  -1.340  -0.812  3.233
H  -1.316  -1.743  -0.763
H  1.466  -0.972  -0.935
H  -0.862  0.622  -1.843
H  1.977  3.014  0.277

## Properties
- Lowest unoccupied orbital energy: 1.03 eV
- SMILES: C#C[C@@H]1N[C@@H]1C#C
- HOMO level: -9.18 eV
- ΔE to the lowest compared entry with this formula, charge and spin: 4.098 eV

Löwdin population analysis, charges in e, atoms 1 to 4: 0.116, -0.100, -0.273, 0.051

***

No. 3
Below is a 2-piece molecular cluster, C3H8P2 overall at a distorted geometry, with properties calculated with the ωB97M-V functional and the def2-TZVPD basis.

Element x y z (Å)
C  1.784  1.016  -0.667
C  2.204  0.916  0.577
C  -1.476  -1.816  0.768
P  -2.663  0.587  -0.884
P  -0.885  -0.157  -0.236
H  1.024  1.800  -1.066
H  2.208  0.528  -1.627
H  3.012  0.351  0.814
H  1.740  1.522  1.434
H  -0.609  -2.366  0.932
H  -2.142  -1.427  1.555
H  -2.142  -2.532  0.111
H  -2.055  1.578  -1.708

## Properties
- Lowest unoccupied orbital energy: -0.69 eV
- HOMO level: -8.46 eV
- ΔE to the lowest compared entry with this formula, charge and spin: 1.849 eV

Löwdin population analysis, charges in e, atoms 1 to 4: -0.246, -0.144, -0.391, 0.339

***

No. 4
Below is one molecule with the formula C5H10O2, with properties calculated with the ωB97M-V functional and the def2-TZVPD basis.

Element x y z (Å)
C  -2.354  -0.577  -0.383
C  -1.154  0.331  -0.627
C  0.148  -0.214  -0.052
O  0.468  -1.392  -0.780
C  1.270  0.827  -0.173
C  2.522  0.442  0.582
O  2.526  0.269  1.780
H  -3.259  -0.151  -0.828
H  -2.186  -1.566  -0.818
H  -2.538  -0.703  0.691
H  -1.005  0.478  -1.705
H  -1.338  1.321  -0.193
H  0.013  -0.453  1.014
H  1.116  -1.899  -0.275
H  0.930  1.763  0.291
H  1.473  1.009  -1.235
H  3.463  0.332  0.005

## Properties
- Lowest unoccupied orbital energy: 0.75 eV
- SMILES: CC[C@@H](O)CC=O
- HOMO level: -9.98 eV
- ΔE to the lowest compared entry with this formula, charge and spin: 1.329 eV

Löwdin population analysis, charges in e, atoms 1 to 4: -0.101, -0.220, -0.415, -0.026

***

Q: What is the ΔE to the lowest compared entry with this formula, charge and spin in the fourth record?
A: 1.329 eV

***

Repeat the first record exactly.
Below is C22H34As2Cl2MoO2PS as an isolated structure at a distorted geometry, with properties calculated with the ωB97M-V functional and the def2-TZVPD basis.

Element x y z (Å)
Mo  0.361  0.063  0.203
C  -2.225  3.220  0.150
As  -2.034  1.262  0.143
C  -3.622  0.875  1.252
C  -2.798  0.743  -1.578
C  -3.730  1.529  -2.248
C  -4.306  1.071  -3.423
C  -4.004  -0.193  -3.908
C  -3.086  -0.990  -3.241
C  -2.469  -0.516  -2.088
As  -1.129  -1.542  -1.124
C  -2.170  -2.949  -0.253
C  -0.201  -2.592  -2.478
H  -3.290  3.479  0.163
H  -1.763  3.661  -0.735
H  -1.774  3.659  1.044
H  -4.496  1.295  0.737
H  -3.539  1.353  2.232
H  -3.785  -0.197  1.381
H  -4.016  2.498  -1.849
H  -5.007  1.690  -3.958
H  -4.498  -0.563  -4.794
H  -2.864  -1.982  -3.614
H  -2.796  -3.417  -1.024
H  -2.822  -2.535  0.521
H  -1.508  -3.702  0.187
H  -0.923  -3.250  -2.979
H  0.563  -3.222  -2.013
H  0.272  -1.959  -3.232
Cl  7.051  -3.164  -0.152
C  5.637  -2.226  -0.004
C  5.717  -0.827  -0.134
C  4.586  -0.042  -0.092
Cl  4.739  1.668  -0.266
C  3.306  -0.619  0.100
O  2.218  0.090  0.045
C  3.242  -2.034  0.336
C  1.976  -2.611  0.645
O  0.884  -1.995  0.688
C  4.404  -2.815  0.251
H  6.682  -0.360  -0.263
H  1.947  -3.689  0.838
H  4.343  -3.883  0.388
C  1.847  1.884  -2.432
S  0.675  2.272  -1.104
C  1.683  3.239  0.060
H  2.691  1.309  -2.050
H  2.192  2.824  -2.867
H  1.291  1.332  -3.190
H  2.098  4.094  -0.473
H  2.484  2.624  0.471
H  1.014  3.598  0.845
C  1.708  -0.044  3.457
P  0.097  0.214  2.649
C  -0.512  1.739  3.436
C  -0.977  -1.106  3.301
H  1.579  0.047  4.537
H  2.420  0.713  3.121
H  2.098  -1.037  3.227
H  -0.777  1.516  4.472
H  -1.392  2.132  2.922
H  0.277  2.492  3.437
H  -0.826  -1.182  4.379
H  -0.719  -2.063  2.841
H  -2.027  -0.879  3.105

## Properties
- 2S+1: 3
- Charge: +3
- Lowest unoccupied orbital energy (spin up / spin down): -10.56 / -10.82 eV
- HOMO level (spin up / spin down): -16.81 / -16.91 eV
- ΔE to the lowest compared entry with this formula, charge and spin: 0.254 eV
- <S²>: 2.0281

Löwdin population analysis, charges in e, atoms 1 to 4: 0.986, -0.261, 1.038, -0.233

***

Repeat the third record exactly.
Below is a 2-piece molecular cluster, C3H8P2 overall at a distorted geometry, with properties calculated with the ωB97M-V functional and the def2-TZVPD basis.

Element x y z (Å)
C  1.784  1.016  -0.667
C  2.204  0.916  0.577
C  -1.476  -1.816  0.768
P  -2.663  0.587  -0.884
P  -0.885  -0.157  -0.236
H  1.024  1.800  -1.066
H  2.208  0.528  -1.627
H  3.012  0.351  0.814
H  1.740  1.522  1.434
H  -0.609  -2.366  0.932
H  -2.142  -1.427  1.555
H  -2.142  -2.532  0.111
H  -2.055  1.578  -1.708

## Properties
- Lowest unoccupied orbital energy: -0.69 eV
- HOMO level: -8.46 eV
- ΔE to the lowest compared entry with this formula, charge and spin: 1.849 eV

Löwdin population analysis, charges in e, atoms 1 to 4: -0.246, -0.144, -0.391, 0.339